A single C8H15N3 molecule, computed with ωB97M-V/def2-TZVPD.

ORCA input file:
```
! RIJCOSX wB97M-V def2-TZVPD def2/J DEFGRID3
* xyz 0 3
C -2.709 1.450 1.428
C -1.365 1.645 1.031
C 1.910 -1.617 -0.538
C 0.314 -1.487 1.454
C -0.236 0.253 -1.951
C 1.209 1.270 -0.270
C 0.466 -1.216 0.002
C 0.125 0.190 -0.484
N -3.207 0.487 0.686
N -2.290 0.054 -0.101
N -1.126 0.676 0.116
H -3.382 2.060 2.071
H -0.708 2.432 1.177
H 2.756 -1.197 0.036
H 2.001 -1.385 -1.567
H 1.929 -2.693 -0.386
H 1.163 -0.827 1.990
H 0.356 -2.590 1.658
H -0.699 -1.180 1.676
H -1.032 -0.365 -2.122
H -0.477 1.251 -2.238
H 0.719 0.102 -2.573
H 1.856 0.804 0.454
H 1.934 1.557 -0.973
H 0.695 2.188 0.031
H -0.203 -1.863 -0.605
*
```

Calculated values
HOMO level (spin up / spin down) (eV): -5.0 / -9.8
LUMO energy (spin up / spin down) (eV): 0.8 / -2.4

=====

A gas-phase ion, C8H15N3 (charge +2), computed with ωB97M-V/def2-TZVPD.

ORCA input file:
```
! RIJCOSX wB97M-V def2-TZVPD def2/J DEFGRID3
* xyz 2 1
C 2.640 -0.206 -0.933
C -0.498 -1.593 0.355
C -0.626 1.794 0.516
C 1.090 0.153 1.738
C -1.550 -1.255 -0.674
C -1.598 1.255 -0.592
C 0.682 -0.605 0.384
C 0.496 0.823 0.626
N 1.803 -1.080 -0.336
N 2.667 1.012 -0.716
N -2.296 0.002 -0.257
H 3.322 -0.726 -1.594
H -1.009 -1.570 1.339
H 0.076 -2.559 0.152
H -0.322 2.809 0.145
H -0.888 1.896 1.585
H 0.397 0.235 2.581
H 2.116 0.287 2.062
H -0.991 -1.082 -1.653
H -2.273 -2.054 -0.921
H -2.113 2.084 -1.026
H -0.763 0.831 -1.365
H 2.212 -2.058 -0.345
H 3.339 1.755 -0.984
H -3.246 0.007 -0.759
H -2.671 -0.156 0.672
*
```

Calculated values
HOMO level (eV): -17.1
LUMO energy (eV): -9.3

=====

A gas-phase ion, C8H15N3 (charge +2), computed with ωB97M-V/def2-TZVPD.

ORCA input file:
```
! RIJCOSX wB97M-V def2-TZVPD def2/J DEFGRID3
* xyz 2 3
C 1.936 -1.157 -0.286
C 0.708 -0.890 -0.368
C -0.230 1.518 -0.191
C 3.239 -1.298 -0.188
C -1.184 0.500 -0.857
C -2.768 -2.212 0.387
C 2.142 1.669 0.694
C -1.522 -1.402 0.660
N 0.803 1.112 0.388
N -0.420 2.803 -0.520
N -0.681 -0.876 -0.510
H 3.847 -0.686 -0.839
H 3.640 -1.431 0.756
H -2.162 0.739 -0.308
H -1.248 0.749 -1.981
H -2.666 -2.395 -0.692
H -2.944 -3.141 0.849
H -3.615 -1.577 0.535
H 2.748 2.003 -0.225
H 2.163 2.443 1.537
H 2.814 0.792 1.147
H -0.803 -1.847 1.284
H -1.764 -0.370 1.118
H -1.373 2.951 -0.958
H 0.162 3.593 -0.212
H -0.822 -1.590 -1.221
*
```

Calculated values
HOMO level (spin up / spin down) (eV): -15.8 / -18.2
LUMO energy (spin up / spin down) (eV): -6.8 / -11.6

=====

2 unconnected molecules or ions with the total composition C8H15N3O, computed with ωB97M-V/def2-TZVPD.

ORCA input file:
```
! RIJCOSX wB97M-V def2-TZVPD def2/J DEFGRID3
* xyz 0 1
C 0.841 -0.191 0.805
C 2.303 -0.005 1.112
C 3.116 0.265 -0.135
C 3.577 -0.884 -0.982
C 4.567 -0.117 -0.151
C -3.651 -1.338 -0.353
C -3.955 0.034 0.239
C -0.974 1.850 -0.202
H 2.398 0.821 1.832
H 2.659 -0.917 1.617
H 2.843 1.175 -0.643
H 3.307 -1.890 -0.656
H 3.590 -0.750 -2.056
H 4.971 -0.604 0.738
H 5.269 0.540 -0.659
H -1.758 -1.239 0.001
H -3.638 -1.259 -1.460
H -4.469 -2.034 -0.087
H -4.987 0.312 -0.018
H -3.846 -0.032 1.322
H -3.391 2.017 -0.054
H 0.097 1.679 -0.134
H -1.316 2.877 -0.277
N -0.222 -0.336 0.568
N -3.106 1.073 -0.329
N -1.766 0.850 -0.182
O -2.459 -1.897 0.143
*
```

Calculated values
HOMO level (eV): -8.4
LUMO energy (eV): 0.8
SMILES: N#CCC1CC1.C=NNCCO

=====

Total energy
In order: -477.84932; -477.31943; -477.16865; -553.17312
Unit: a.u.
ΔE to the lowest compared entry with this formula, charge and spin
In order: 15.5; 297.5; 163.8; 366.2
Unit: kJ/mol